(1)
The following is a DFT calculation (the ωB97M-V functional and the def2-TZVPD basis) of a cluster of 11 separate species, C41H64O31 in total at a distorted geometry.

XYZ file:
```
136
Properties=species:S:1:pos:R:3
C -11.30 2.98 -18.10
O -11.58 2.45 -16.79
H -11.76 2.29 -18.81
H -11.84 3.93 -18.15
H -10.32 3.35 -18.41
H -12.26 1.80 -16.95
C -14.25 4.80 -16.65
C -15.03 5.18 -17.89
C -14.51 4.53 -19.19
O -15.72 4.18 -19.90
C -16.73 4.14 -19.04
O -17.85 3.80 -19.27
O -16.35 4.65 -17.83
H -14.94 5.03 -15.83
H -13.28 5.26 -16.52
H -14.14 3.71 -16.63
H -15.21 6.25 -17.94
H -14.13 3.53 -18.98
H -13.83 5.08 -19.82
C -5.95 2.26 -9.36
C -7.38 2.78 -9.35
C -8.40 1.76 -8.93
O -8.97 2.36 -7.76
C -8.41 3.56 -7.49
O -8.78 4.37 -6.69
O -7.45 3.83 -8.39
H -5.19 3.04 -9.35
H -5.90 1.56 -10.20
H -5.79 1.75 -8.41
H -7.63 3.27 -10.30
H -7.95 0.78 -8.78
H -9.19 1.72 -9.68
C -10.57 0.09 -14.02
C -9.55 -1.04 -13.89
C -9.47 -1.63 -12.47
O -10.10 -2.91 -12.63
C -10.23 -3.19 -13.96
O -10.44 -4.27 -14.40
O -10.01 -2.10 -14.72
H -10.43 0.84 -13.24
H -11.63 -0.19 -14.00
H -10.46 0.61 -14.97
H -8.57 -0.69 -14.20
H -10.01 -1.07 -11.71
H -8.41 -1.75 -12.26
C -8.50 9.57 -19.83
C -8.52 8.06 -20.02
C -8.38 7.17 -18.76
O -9.50 6.26 -18.81
C -10.33 6.65 -19.75
O -11.30 6.02 -20.09
O -9.92 7.80 -20.26
H -8.89 9.93 -20.78
H -7.53 10.07 -19.75
H -9.11 9.94 -19.01
H -7.86 7.77 -20.84
H -8.43 7.77 -17.85
H -7.49 6.54 -18.69
C -6.10 2.74 -19.65
C -6.52 3.05 -18.21
C -5.86 2.29 -17.02
O -5.49 3.38 -16.17
C -5.85 4.57 -16.70
O -5.80 5.58 -16.05
O -6.13 4.40 -17.97
H -5.02 2.57 -19.70
H -6.39 3.59 -20.27
H -6.48 1.79 -20.03
H -7.61 2.97 -18.20
H -5.01 1.70 -17.36
H -6.63 1.61 -16.65
C -3.00 4.11 -13.68
C -3.97 3.83 -12.52
C -5.30 4.62 -12.47
O -6.31 3.68 -12.15
C -5.84 2.48 -12.56
O -6.53 1.51 -12.57
O -4.52 2.51 -12.71
H -2.21 4.72 -13.25
H -3.62 4.34 -14.55
H -2.58 3.15 -13.96
H -3.39 3.93 -11.60
H -5.54 5.16 -13.39
H -5.14 5.44 -11.77
C -10.00 5.34 -15.45
C -9.03 5.17 -14.29
C -9.18 6.12 -13.11
O -9.29 5.26 -11.99
C -9.65 4.03 -12.38
O -9.92 3.11 -11.66
O -9.51 3.92 -13.70
H -11.00 5.52 -15.06
H -9.94 4.51 -16.15
H -9.64 6.21 -16.01
H -8.03 5.11 -14.71
H -10.04 6.80 -13.10
H -8.32 6.77 -12.95
C -6.34 12.46 -10.40
C -7.44 11.43 -10.21
C -8.82 12.06 -10.53
O -9.28 11.41 -11.68
C -8.47 10.39 -12.01
O -8.67 9.53 -12.80
O -7.38 10.39 -11.18
H -5.44 11.84 -10.25
H -6.33 13.24 -9.65
H -6.44 12.89 -11.40
H -7.48 11.02 -9.20
H -8.77 13.14 -10.70
H -9.52 11.89 -9.71
C -6.74 6.65 -9.99
C -7.99 7.51 -9.92
C -9.29 6.87 -9.35
O -9.82 8.04 -8.65
C -8.91 9.05 -8.61
O -9.15 10.13 -8.17
O -7.77 8.66 -9.16
H -5.88 7.27 -10.28
H -6.74 5.70 -10.51
H -6.40 6.37 -8.99
H -8.21 8.01 -10.87
H -9.23 5.93 -8.82
H -9.85 6.66 -10.26
C -13.59 9.75 -11.01
C -13.12 9.87 -12.48
C -11.65 9.42 -12.65
O -11.72 8.44 -13.66
C -13.00 8.19 -14.00
O -13.32 7.41 -14.83
O -13.84 8.96 -13.30
H -14.63 10.04 -10.96
H -12.95 10.33 -10.35
H -13.51 8.70 -10.73
H -13.28 10.90 -12.79
H -11.26 9.10 -11.69
H -11.12 10.29 -13.04
```

Computed properties:
Charge: 0
HOMO energy (eV): -10.45
Structure (SMILES): C[C@H]1COC(=O)O1.C[C@H]1COC(=O)O1.C[C@H]1COC(=O)O1.C[C@H]1COC(=O)O1.C[C@H]1COC(=O)O1.C[C@H]1COC(=O)O1.C[C@H]1COC(=O)O1.C[C@H]1COC(=O)O1.C[C@H]1COC(=O)O1.C[C@H]1COC(=O)O1.CO
Orbital gap (eV): 10.47
DFT total energy (eV): -107028.063

---

(2)
The following is a DFT calculation (the ωB97M-V functional and the def2-TZVPD basis) of a cluster of 6 separate species, C41H67BF3N4O10PS2 in total at a distorted geometry.

XYZ file:
```
129
Properties=species:S:1:pos:R:3
C 5.11 3.00 1.75
C 4.45 1.95 0.77
O 4.22 0.68 1.41
B 2.86 0.51 1.76
O 2.29 1.59 2.47
C 2.04 -0.83 1.40
C 2.77 -2.11 1.29
C 4.30 -2.27 1.54
C 4.66 -3.67 2.17
N 4.12 -4.10 3.26
C 2.02 -3.34 0.96
C 0.58 -3.30 0.76
P -0.36 -4.86 0.36
N -1.23 -5.28 1.63
C -0.18 -2.03 0.87
C 0.57 -0.83 1.19
S -0.41 0.70 1.35
C -1.98 0.03 2.01
C -2.77 0.87 2.91
C -2.22 2.31 3.20
C -3.31 3.20 3.90
C -2.82 4.71 3.93
C -3.79 5.65 3.11
S -3.79 5.31 1.31
O -4.78 6.18 0.67
O -4.14 3.93 0.98
O -2.33 5.71 0.65
C -4.00 0.31 3.45
C -4.39 -1.04 3.05
C -5.71 -1.66 3.65
C -6.82 -1.78 2.53
C -7.24 -3.27 2.25
F -6.33 -3.91 1.45
F -8.48 -3.28 1.63
F -7.38 -3.98 3.42
C -3.62 -1.87 2.13
C -2.37 -1.31 1.60
N -1.61 -2.13 0.69
C -2.03 -1.97 -0.73
C -2.05 -0.50 -1.28
C -2.91 -0.54 -2.63
N -2.19 -1.19 -3.74
H 6.00 3.53 1.30
H 4.37 3.81 2.00
H 5.47 2.54 2.71
H 5.20 1.77 -0.05
H 3.52 2.35 0.32
H 1.60 1.23 3.06
H 4.61 -1.52 2.32
H 4.93 -2.05 0.64
H 5.42 -4.35 1.73
H 3.45 -3.39 3.60
H 2.52 -4.33 0.86
H 0.52 -5.91 -0.03
H -1.25 -4.60 -0.73
H -1.03 -4.59 2.37
H -1.92 2.73 2.19
H -1.27 2.19 3.78
H -3.40 2.81 4.96
H -4.27 3.05 3.35
H -2.82 5.05 5.00
H -1.79 4.86 3.53
H -3.38 6.69 3.22
H -4.83 5.68 3.52
H -2.54 6.26 -0.13
H -4.64 0.91 4.13
H -5.43 -2.66 4.10
H -6.05 -1.02 4.51
H -6.52 -1.30 1.57
H -7.75 -1.29 2.93
H -3.98 -2.89 1.85
H -1.29 -2.53 -1.36
H -3.02 -2.49 -0.91
H -1.05 -0.10 -1.56
H -2.56 0.24 -0.63
H -3.29 0.50 -2.87
H -3.84 -1.12 -2.37
H -1.74 -0.44 -4.29
H -2.92 -1.55 -4.36
C 0.82 6.57 2.31
C 2.13 7.09 1.78
O 3.19 6.70 2.21
C 2.06 8.14 0.70
H 1.01 5.82 3.09
H 0.24 7.38 2.75
H 0.25 6.09 1.51
H 1.53 9.02 1.07
H 1.55 7.74 -0.18
H 3.07 8.43 0.42
C -6.69 -2.73 -2.24
C -5.88 -3.25 -3.40
O -5.18 -2.52 -4.06
C -5.99 -4.72 -3.72
H -6.51 -1.66 -2.13
H -7.75 -2.90 -2.42
H -6.38 -3.24 -1.32
H -7.02 -4.98 -3.96
H -5.65 -5.31 -2.86
H -5.36 -4.96 -4.58
C 1.59 -0.88 -6.61
C 0.18 -0.80 -7.12
O -0.74 -0.54 -6.38
C -0.04 -1.04 -8.59
H 1.60 -0.68 -5.54
H 1.99 -1.88 -6.78
H 2.22 -0.14 -7.10
H 0.29 -2.05 -8.85
H 0.51 -0.31 -9.18
H -1.10 -0.95 -8.82
C 9.49 -4.09 0.79
C 8.49 -3.06 1.24
O 7.30 -3.19 1.04
C 9.03 -1.84 1.95
H 8.96 -4.91 0.30
H 10.19 -3.65 0.08
H 10.03 -4.49 1.65
H 9.71 -1.30 1.29
H 9.54 -2.14 2.86
H 8.20 -1.18 2.22
C 3.37 1.08 -3.34
C 4.34 0.55 -4.36
O 3.97 -0.10 -5.31
C 5.80 0.86 -4.15
H 2.36 0.79 -3.62
H 3.60 0.67 -2.36
H 3.42 2.17 -3.31
H 6.14 0.43 -3.20
H 5.96 1.94 -4.15
H 6.39 0.41 -4.95
```

Computed properties:
Charge: 0
HOMO energy (eV): -7.77
Structure (SMILES): [H]/N=C\Cc1cc([PH2]=N)c2c(c1B(O)OCC)Sc1c(CCCCS(=O)(=O)O)cc(CCC(F)(F)F)cc1N2CCCN.CC(C)=O.CC(C)=O.CC(C)=O.CC(C)=O.CC(C)=O
Orbital gap (eV): 7.77
DFT total energy (eV): -109825.203

---

Which of these has the highest DFT total energy?
C41H64O31